# 1
DFT (ωB97M-V with the def2-TZVPD basis set) results for a structure of composition C4H6F2 at a distorted geometry.

XYZ file:
```
12
Properties=species:S:1:pos:R:3:forces:R:3
C -0.44027 -0.82521 0.17075 -6.1 -4.5 -2.1
C 0.10750 -0.25749 -1.04885 3.3 -1.6 -1.8
C 0.75332 0.74464 0.01715 4.2 0.3 -3.4
C -0.26375 0.29310 0.95027 -2.2 4.3 7.0
H 0.01916 -1.64354 0.63009 1.4 -1.3 -0.1
H 0.78966 -1.14357 -1.54421 -1.4 2.9 0.6
H -0.41475 0.38563 -1.76824 -0.5 -0.8 0.4
H 1.89013 0.62467 -0.03157 -1.6 -0.1 1.2
H -0.20279 0.00598 2.11954 0.4 1.4 -2.6
H -0.95901 1.22804 0.78710 0.4 -2.3 0.6
F -1.83525 -1.48174 0.07277 1.8 1.4 0.2
F 0.55606 2.06950 -0.35478 0.1 0.2 0.0
```
Positions in Å, forces in eV/Å.

Properties
Gap between HOMO and LUMO   12.1 eV
LUMO level   0.89 eV
2S+1   1
Total charge   0

***

# 2
DFT (ωB97M-V with the def2-TZVPD basis set) results for a cluster of 2 separate species, C3H5NS in total at a distorted geometry.

XYZ file:
```
10
Properties=species:S:1:pos:R:3:forces:R:3
C -1.83723 -0.33213 0.13361 4.2 1.5 1.6
C 0.90648 -0.66383 -0.10210 0.1 -0.2 0.1
C 0.13589 0.40834 0.61434 -2.6 -0.8 -2.1
N -2.92050 -0.65440 -0.02042 -1.6 -0.5 -0.4
S 0.17010 2.01528 -0.08555 0.0 -0.1 0.3
H 0.86774 -1.59799 0.45091 -0.1 -0.1 0.0
H 0.49198 -0.83493 -1.09487 0.0 0.1 0.1
H 1.95118 -0.37355 -0.22562 0.0 0.1 0.2
H 0.14442 0.43025 1.69084 -0.2 -0.1 0.2
H 0.08994 1.60297 -1.36113 0.1 0.0 0.1
```
Positions in Å, forces in eV/Å.

Properties
Gap between HOMO and LUMO   9.6 eV
LUMO level   -0.51 eV
2S+1   1
Total charge   0

***

# 3
DFT (ωB97M-V with the def2-TZVPD basis set) results for a cluster of 7 separate species, C4H22NO7 in total at a distorted geometry.

XYZ file:
```
34
Properties=species:S:1:pos:R:3:forces:R:3
C 0.53057 -0.16924 1.30916 1.4 0.4 1.2
C 0.72694 -1.61097 0.83349 1.0 -0.6 -0.2
C 0.87686 -2.54673 2.02481 -0.7 -1.6 1.1
N -0.40715 -2.02623 0.02053 -0.3 2.6 -0.4
C -0.43164 -1.65613 -1.45051 -0.7 -0.4 -0.7
O -0.89075 -0.35926 -1.64740 0.1 -1.0 1.0
H -0.02971 -0.22140 2.24312 -0.9 0.6 -0.6
H 1.46153 0.31600 1.67115 0.4 -1.2 0.0
H 0.43997 0.57080 0.53635 -1.3 0.0 -0.3
H 1.60868 -1.70235 0.17071 -0.3 0.1 0.3
H 0.15893 -2.54917 2.87355 -0.2 1.2 -0.7
H 0.69426 -3.58463 1.72146 0.9 0.0 -0.3
H 1.82717 -2.42816 2.54705 0.2 -0.1 -0.6
H -1.29697 -1.75990 0.47000 0.0 -0.6 0.0
H 0.55098 -1.81153 -1.87540 0.3 -0.2 0.2
H -1.18590 -2.28474 -1.95292 0.5 -0.1 0.4
H -1.16272 3.16888 -0.05759 -0.1 0.3 0.1
H 0.02287 2.23080 -0.22469 0.4 0.9 0.9
O -0.45358 2.78798 0.46783 -0.3 -0.7 -0.5
H 0.24339 1.72063 -1.98424 -0.3 1.4 -1.0
H 1.83766 2.29602 -1.25448 -0.4 -0.1 0.1
O 1.28186 1.53940 -1.02154 0.5 -0.8 0.0
H -2.77681 1.35289 -1.01963 0.0 -0.3 -0.1
H -2.66352 -0.13485 -0.68218 0.0 0.5 -0.3
O -3.25258 0.62341 -0.59175 -0.2 0.1 0.3
H -2.93677 0.90800 1.38793 -0.6 -0.1 -0.1
H -1.69826 1.41581 1.95399 0.0 0.3 0.4
O -2.52361 1.00253 2.25679 0.6 -0.1 -0.4
H 3.61977 -0.09509 0.31005 0.1 0.1 0.4
H 3.09330 0.66574 -0.90242 -0.4 -0.4 0.1
O 3.64996 -0.09301 -0.64264 0.0 0.0 -0.5
H -0.21912 0.30231 -1.39206 0.3 0.0 -0.2
H -0.16131 2.03261 -3.49875 -0.4 0.1 0.6
O -0.53429 2.09958 -2.59976 0.5 -0.5 -0.4
```
Positions in Å, forces in eV/Å.

Properties
Gap between HOMO and LUMO (spin up / spin down)   9.5 / 4.6 eV
LUMO level (spin up / spin down)   0.05 / -4.85 eV
2S+1   2
Total charge   0

***

# 4
DFT (ωB97M-V with the def2-TZVPD basis set) results for the molecule C18H29NO3.

XYZ file:
```
51
Properties=species:S:1:pos:R:3:forces:R:3
C 1.14209 2.59225 -0.39173 -0.1 -0.1 -0.2
C 0.52510 1.42468 -1.15146 0.3 -0.1 0.3
C 1.40633 0.16549 -1.15257 -0.2 0.5 -0.2
C 2.63275 0.34797 -2.04497 0.0 -0.1 0.3
C 3.56661 -0.86390 -1.96997 0.0 0.0 0.0
C 2.75922 -2.16439 -1.87396 -0.2 0.0 -0.1
C 1.34929 -1.93414 -2.41860 0.2 -0.2 -0.1
N 0.60118 -0.96892 -1.62330 0.1 0.0 0.0
C -0.19296 -1.58567 -0.57533 -0.4 0.0 -0.2
C -1.54115 -2.03251 -1.16243 0.0 -0.3 0.4
O -2.08856 -0.99201 -1.93851 -0.2 0.2 0.0
C -2.53306 -2.44903 -0.06048 0.2 -0.1 -0.5
O -2.57178 -1.59668 1.05302 0.1 0.4 0.3
C -3.20165 -0.34115 0.83579 -0.4 0.0 0.0
C -2.39151 0.79856 1.39992 0.0 0.0 -0.1
C -2.67494 2.10245 1.01924 -0.1 -0.2 0.0
C -1.93939 3.14936 1.54869 0.0 0.0 0.1
C -0.91583 2.90634 2.44147 0.1 -0.1 0.2
C -0.61875 1.59787 2.82114 -0.1 0.2 -0.1
O 0.41984 1.45106 3.69413 -0.2 0.3 -0.2
C 0.75726 0.15372 4.11898 0.1 -0.2 0.1
C -1.36825 0.54870 2.30416 0.2 -0.1 0.2
H 1.37710 2.30084 0.62936 0.0 0.0 0.1
H 0.43824 3.41944 -0.35085 0.0 0.1 0.1
H 2.05275 2.94344 -0.87072 0.1 0.1 0.0
H 0.33152 1.71737 -2.18577 -0.1 -0.1 -0.1
H -0.43469 1.18537 -0.69063 -0.1 0.0 0.0
H 1.75828 -0.01466 -0.12156 0.0 0.0 0.0
H 2.29753 0.50574 -3.07122 0.0 0.1 -0.1
H 3.17399 1.24106 -1.73469 -0.1 0.1 -0.1
H 4.20273 -0.87807 -2.85657 0.1 0.0 0.0
H 4.21933 -0.77171 -1.09984 0.1 0.0 0.0
H 2.67907 -2.48183 -0.83170 0.0 -0.1 0.0
H 3.24754 -2.96759 -2.42656 0.0 -0.1 0.1
H 1.40970 -1.57096 -3.44959 0.0 -0.2 0.0
H 0.79185 -2.87231 -2.43453 0.0 0.0 -0.1
H -0.39624 -0.84397 0.19839 0.1 0.0 0.0
H 0.30629 -2.44551 -0.10444 0.1 0.0 0.0
H -1.39244 -2.91511 -1.80995 0.0 0.0 0.2
H -1.32636 -0.52617 -2.32030 0.1 -0.1 0.0
H -2.22773 -3.42065 0.33715 0.0 0.0 -0.1
H -3.52739 -2.54653 -0.51626 0.1 -0.1 0.0
H -4.18594 -0.35779 1.33169 0.1 0.0 -0.1
H -3.36254 -0.17588 -0.23301 0.0 0.0 0.1
H -3.46767 2.29482 0.31192 -0.1 0.0 -0.1
H -2.16314 4.16502 1.25771 0.0 0.1 0.0
H -0.32880 3.71002 2.85661 0.1 0.1 0.0
H 1.59809 0.27557 4.80041 -0.1 -0.1 0.0
H 1.06142 -0.47913 3.27846 0.0 0.0 0.0
H -0.07195 -0.32545 4.64899 0.0 0.0 0.0
H -1.18237 -0.47540 2.58429 0.1 -0.1 0.0
```
Positions in Å, forces in eV/Å.

Properties
Gap between HOMO and LUMO   9.2 eV
LUMO level   0.80 eV
SMILES string   CC[C@@H]1CCCCN1C[C@H](O)COCc1cccc(OC)c1
2S+1   1
Total charge   0

***

# 5
DFT (ωB97M-V with the def2-TZVPD basis set) results for the ion C5H11NO with charge +1 at a distorted geometry.

XYZ file:
```
18
Properties=species:S:1:pos:R:3:forces:R:3
C -0.73441 1.91443 0.34449 0.2 0.9 -0.3
N -0.18355 0.58854 0.44078 0.2 -0.7 0.5
C 1.26285 0.49005 0.58051 0.0 -0.6 -1.0
C 1.87428 -0.78810 0.01687 -0.5 -0.3 0.2
C -1.03277 -0.56562 0.42439 -0.3 0.3 -1.1
C -1.44958 -0.78219 -1.06233 -0.4 0.5 -0.5
O -1.70321 2.25439 0.93097 -0.3 -0.5 0.1
H -0.12883 2.56010 -0.30929 0.0 0.0 0.1
H 1.66253 1.32081 0.00960 0.2 0.5 0.4
H 1.48721 0.55548 1.64145 0.0 0.4 0.3
H 1.68079 -0.87820 -1.04191 -0.1 0.0 -0.3
H 2.93948 -0.76876 0.14841 0.5 0.3 0.1
H 1.53588 -1.69090 0.52374 -0.1 0.0 0.0
H -1.96711 -0.34168 0.92456 0.0 0.0 0.6
H -0.46555 -1.40855 0.77694 -0.2 -0.3 0.4
H -2.20864 -1.54452 -1.18933 0.1 -0.5 0.5
H -0.60626 -1.01272 -1.69477 0.2 -0.1 -0.1
H -1.96313 0.09743 -1.46509 0.3 0.2 0.2
```
Positions in Å, forces in eV/Å.

Properties
Gap between HOMO and LUMO (spin up / spin down)   12.2 / 8.1 eV
LUMO level (spin up / spin down)   -3.92 / -8.03 eV
2S+1   2
Total charge   +1

***

# 6
DFT (ωB97M-V with the def2-TZVPD basis set) results for a cluster of 2 separate species, C4H11NO2 in total at a distorted geometry.

XYZ file:
```
18
Properties=species:S:1:pos:R:3:forces:R:3
C 0.09068 1.40433 0.22584 -0.7 0.0 0.4
C -0.24404 -0.07817 0.00395 0.7 0.3 -0.5
N 0.01807 -0.56532 -1.36179 -0.5 0.4 -0.3
C -1.62062 -0.43994 0.52332 -0.7 1.8 0.9
C -1.90913 -1.87161 0.67253 0.5 -1.2 -0.2
O -2.82835 -2.35728 1.28045 -0.1 0.2 -0.1
H -0.40759 2.09009 -0.46330 -0.1 -0.2 -0.2
H -0.28051 1.66621 1.22083 0.3 0.2 0.1
H 1.15646 1.59201 0.17431 0.1 -0.1 0.0
H 0.46315 -0.63547 0.61208 0.1 -0.1 0.4
H 0.77245 -0.02641 -1.77498 0.5 -0.2 0.4
H -0.74449 -0.25819 -1.94877 -0.5 -0.2 -0.2
H -1.70798 0.01517 1.52328 0.3 -0.4 0.1
H -2.49610 0.08738 0.11282 0.3 -0.2 -0.8
H -1.12940 -2.50601 0.19287 -0.2 -0.2 0.1
O 3.28750 0.74380 -0.44028 -0.8 0.5 -0.1
H 3.70713 -0.06006 -0.71184 0.5 -0.6 -0.1
H 3.87277 1.19948 0.15867 0.4 0.0 0.2
```
Positions in Å, forces in eV/Å.

Properties
Gap between HOMO and LUMO   10.0 eV
LUMO level   0.57 eV
SMILES string   C[C@H](N)CC=O.O
2S+1   1
Total charge   0

***

What did we get for energy above the lowest of the compared OMol25 structures with the same formula, charge and spin? Answer: 59.27; 52.26; 43.70; 55.17; 30.96; 32.49 kcal per mole, in the order shown.